ORCA calculation (wB97M-V/def2-TZVPD) on a 2-piece molecular cluster, C6H8 overall.

Values from the calculation:
**Spin multiplicity**: 1
**Lowest unoccupied orbital energy**: 0.27 eV
**Molar mass**: 80.13 u
**Energy above the lowest of the compared OMol25 structures with the same formula, charge and spin**: 518.5 kJ/mol

Element x y z (Å)
C1 -1.297 -0.735 -2.322
C2 -0.494 -0.274 -1.494
C3 0.477 1.385 0.266
C4 -0.903 0.903 0.713
C5 -0.031 0.109 -0.253
C6 1.250 -1.410 0.857
H1 -1.890 -0.862 -3.153
H2 0.417 2.376 -0.296
H3 1.313 1.331 0.921
H4 -1.030 0.497 1.717
H5 -1.887 1.322 0.310
H6 0.948 -1.528 1.876
H7 2.212 -0.934 0.829
H8 0.913 -2.181 0.029


ORCA calculation (wB97M-V/def2-TZVPD) on C6H8 in the gas phase.

Values from the calculation:
**Spin multiplicity**: 1
**Lowest unoccupied orbital energy**: 1.17 eV
**Molar mass**: 80.13 u
**Energy above the lowest of the compared OMol25 structures with the same formula, charge and spin**: 189.7 kJ/mol

Element x y z (Å)
C1 1.526 -0.495 0.445
C2 0.503 -1.326 0.670
C3 -0.796 -0.802 0.015
C4 -1.572 0.681 -0.074
C5 -0.312 0.385 -0.759
C6 0.953 0.819 -0.014
H1 2.594 -0.688 0.524
H2 0.634 -2.347 1.038
H3 -1.432 -1.606 -0.347
H4 -1.645 1.303 0.810
H5 -2.400 0.908 -0.773
H6 -0.283 0.322 -1.840
H7 0.634 1.359 0.890
H8 1.597 1.488 -0.584


ORCA calculation (wB97M-V/def2-TZVPD) on C6H8Br2FN2 as an isolated structure.

Values from the calculation:
**Spin multiplicity**: 1
**Lowest unoccupied orbital energy**: -3.89 eV
**Molar mass**: 286.95 u
**Charge**: +1
**Energy above the lowest of the compared OMol25 structures with the same formula, charge and spin**: 100.7 kJ/mol

Element x y z (Å)
C1 1.781 -1.127 0.075
C2 0.421 -1.817 -1.840
C3 1.514 -1.944 -1.079
C4 0.857 -0.319 0.512
C5 -0.692 -0.790 -1.641
C6 -0.893 -0.482 -0.184
N1 0.782 0.628 1.549
N2 -1.322 0.861 0.204
F1 -0.221 0.331 -2.285
Br1 2.910 -3.271 -1.422
Br2 -1.771 -1.817 0.869
H1 2.830 -1.225 0.368
H2 0.275 -2.412 -2.838
H3 -1.506 -1.109 -2.158
H4 1.084 0.439 2.485
H5 1.384 1.421 1.281
H6 -1.093 1.556 -0.432
H7 -0.404 1.059 1.084
H8 -2.273 1.016 0.261


ORCA calculation (wB97M-V/def2-TZVPD) on C6H8Br3O3S as an isolated structure.

Values from the calculation:
**Spin multiplicity**: 1
**Lowest unoccupied orbital energy**: 2.89 eV
**Molar mass**: 399.91 u
**Charge**: -1
**Energy above the lowest of the compared OMol25 structures with the same formula, charge and spin**: 0.0 kJ/mol

Element x y z (Å)
C1 -1.578 -0.449 -0.395
C2 -0.644 -0.111 -1.546
C3 -0.952 -0.089 0.948
C4 -0.106 1.300 -1.549
C5 -0.151 1.225 0.925
C6 0.284 1.759 -0.189
O1 1.419 -0.839 2.268
O2 2.148 -0.870 -0.033
O3 0.584 -2.641 0.728
S1 1.592 -1.652 1.081
Br1 0.147 2.008 2.543
Br2 1.334 3.283 -0.173
Br3 3.267 -3.110 1.535
H1 -2.489 0.117 -0.528
H2 -1.950 -1.464 -0.441
H3 0.240 -0.642 -1.530
H4 -1.196 -0.385 -2.398
H5 -1.556 -0.013 1.845
H6 -0.242 -0.871 1.106
H7 0.726 1.435 -2.174
H8 -0.875 2.010 -2.023


ORCA calculation (wB97M-V/def2-TZVPD) on C6H8BrN in the gas phase.

Values from the calculation:
**Spin multiplicity**: 1
**Lowest unoccupied orbital energy**: 0.49 eV
**Molar mass**: 174.04 u
**Energy above the lowest of the compared OMol25 structures with the same formula, charge and spin**: 49.1 kJ/mol

Element x y z (Å)
C1 -1.498 1.333 0.209
C2 -0.499 0.349 -0.490
C3 0.908 0.763 -0.431
C4 1.947 -0.108 -0.138
Br1 3.732 0.521 0.070
N1 1.765 -1.516 -0.143
C5 0.559 -1.869 0.011
C6 -0.563 -0.882 0.334
H1 -1.761 0.821 1.176
H2 -2.438 1.281 -0.395
H3 -0.918 2.286 0.243
H4 -0.779 0.266 -1.523
H5 1.149 1.758 -0.578
H6 0.463 -2.912 -0.043
H7 -1.561 -1.391 0.298
H8 -0.506 -0.700 1.401


ORCA calculation (wB97M-V/def2-TZVPD) on an isolated ion of composition C6H8BrN4 and charge +1.

Values from the calculation:
**Spin multiplicity**: 1
**Lowest unoccupied orbital energy (alpha / beta)**: -5.08 / -5.04 eV
**Molar mass**: 216.06 u
**Charge**: +1
**Energy above the lowest of the compared OMol25 structures with the same formula, charge and spin**: 233.8 kJ/mol

Element x y z (Å)
C1 1.881 1.988 0.151
C2 0.526 2.309 0.185
C3 1.892 0.654 -0.156
C4 0.480 0.189 -0.294
C5 0.119 -1.138 -0.175
C6 -2.387 -1.222 -0.250
N1 -0.360 1.304 -0.150
N2 -1.680 1.323 -0.353
N3 -1.241 -1.604 0.141
N4 1.000 -2.129 0.032
Br1 3.440 -0.393 -0.109
H1 2.639 2.676 0.526
H2 0.074 3.243 0.369
H3 -3.237 -1.725 0.257
H4 -2.448 -0.261 -0.757
H5 -2.085 2.195 -0.296
H6 -1.235 -2.389 0.799
H7 1.952 -1.994 0.062
H8 0.671 -3.027 0.018


ORCA calculation (wB97M-V/def2-TZVPD) on C6H8BrNOS as an isolated structure.

Values from the calculation:
**Spin multiplicity**: 3
**Lowest unoccupied orbital energy (alpha / beta)**: 0.31 / -2.45 eV
**Molar mass**: 222.11 u

Element x y z (Å)
C1 0.388 0.339 1.259
C2 -0.978 -2.966 -0.048
C3 0.257 -1.000 1.343
C4 1.704 0.623 -0.643
C5 -0.318 1.212 2.263
C6 1.953 0.883 -2.040
N1 0.757 0.940 0.095
O1 -1.910 -2.732 -0.731
S1 0.552 -2.100 -0.059
Br1 3.058 -0.550 0.258
H1 -0.932 -3.728 0.796
H2 -0.029 -1.578 2.219
H3 0.156 1.316 3.236
H4 -1.255 0.747 2.452
H5 -0.510 2.012 1.687
H6 2.320 1.943 -2.008
H7 1.081 0.803 -2.632
H8 2.724 0.240 -2.349


ORCA calculation (wB97M-V/def2-TZVPD) on a 2-piece molecular cluster, C6H8Cl2SSi overall.

Values from the calculation:
**Spin multiplicity**: 3
**Lowest unoccupied orbital energy (alpha / beta)**: 0.69 / -3.60 eV
**Molar mass**: 211.19 u
**Energy above the lowest of the compared OMol25 structures with the same formula, charge and spin**: 341.7 kJ/mol

Element x y z (Å)
C1 -1.538 -2.134 1.381
C2 -2.095 -0.850 1.302
C3 -0.193 -2.095 1.308
C4 -1.205 0.132 1.265
C5 2.177 0.847 -1.820
C6 2.921 -0.236 -1.745
Si1 -1.428 1.991 0.927
S1 0.444 -0.468 1.241
Cl1 3.556 -0.936 -0.296
Cl2 -3.462 2.393 1.247
H1 -1.962 -3.044 1.444
H2 -3.051 -0.543 1.280
H3 0.608 -2.903 1.288
H4 1.746 1.396 -0.929
H5 1.931 1.186 -2.840
H6 3.112 -0.619 -2.706
H7 -0.866 3.058 1.694
H8 -0.950 2.166 -0.633


ORCA calculation (wB97M-V/def2-TZVPD) on a 2-piece molecular cluster, C6H8Cl4O overall.

Values from the calculation:
**Spin multiplicity**: 1
**Lowest unoccupied orbital energy**: -0.92 eV
**Molar mass**: 237.94 u
**Energy above the lowest of the compared OMol25 structures with the same formula, charge and spin**: 225.7 kJ/mol

Element x y z (Å)
C1 -1.431 0.747 0.386
C2 -2.406 1.499 -0.131
C3 -3.531 -1.363 0.242
C4 -0.012 -1.245 0.116
C5 0.959 1.052 0.039
C6 -0.220 0.164 -0.316
O1 -0.415 0.179 -1.734
Cl1 -2.468 1.825 -1.829
Cl2 -3.720 2.044 0.778
Cl3 -4.378 -1.627 -1.155
Cl4 -4.165 -1.882 1.747
H1 -1.498 0.604 1.438
H2 1.024 -1.623 -0.029
H3 -0.898 -1.819 -0.083
H4 -0.103 -1.247 1.257
H5 1.075 1.999 -0.615
H6 0.906 1.274 1.061
H7 1.799 0.434 -0.200
H8 0.200 0.821 -2.074


ORCA calculation (wB97M-V/def2-TZVPD) on C6H8ClN3O2 in the gas phase.

Values from the calculation:
**Spin multiplicity**: 1
**Lowest unoccupied orbital energy (alpha / beta)**: -0.32 / -0.31 eV
**Molar mass**: 189.60 u
**Energy above the lowest of the compared OMol25 structures with the same formula, charge and spin**: 357.3 kJ/mol

Element x y z (Å)
C1 -1.011 0.826 -1.469
C2 -0.736 -1.981 0.364
C3 -0.505 -0.600 0.875
C4 0.644 0.019 0.079
C5 -1.845 0.064 0.570
C6 2.211 1.614 0.177
N1 -2.086 -2.075 -0.022
N2 -2.610 -0.944 0.067
N3 0.181 0.254 -1.292
O1 -1.901 1.180 -2.147
O2 1.045 1.206 0.690
Cl1 -2.466 1.273 1.567
H1 -0.057 -2.069 -0.552
H2 -0.526 -2.824 1.043
H3 -0.275 -0.504 1.874
H4 1.592 -0.643 0.084
H5 2.049 2.527 -0.382
H6 2.612 0.741 -0.407
H7 2.828 1.803 1.008
H8 0.854 0.133 -2.128


ORCA calculation (wB97M-V/def2-TZVPD) on C6H8ClNO4 in the gas phase.

Values from the calculation:
**Spin multiplicity**: 1
**Lowest unoccupied orbital energy**: -0.51 eV
**Molar mass**: 193.59 u
**Energy above the lowest of the compared OMol25 structures with the same formula, charge and spin**: 0.0 kJ/mol

Element x y z (Å)
C1 2.158 1.973 1.145
O1 0.805 2.307 0.768
N1 -0.066 1.199 0.952
C2 -1.267 1.255 0.414
Cl1 -1.877 2.683 -0.368
C3 -2.123 0.083 0.572
O2 -3.331 0.174 0.796
C4 -1.519 -1.282 0.790
C5 -0.336 -1.517 -0.152
O3 0.686 -1.904 0.359
O4 -0.532 -1.300 -1.455
C6 0.599 -1.476 -2.348
H1 2.793 2.777 0.838
H2 2.524 1.039 0.664
H3 2.242 1.855 2.223
H4 -1.211 -1.375 1.829
H5 -2.268 -2.013 0.642
H6 0.311 -1.286 -3.374
H7 1.033 -2.452 -2.235
H8 1.377 -0.739 -2.060


ORCA calculation (wB97M-V/def2-TZVPD) on C6H8CrO5 as an isolated structure.

Values from the calculation:
**Spin multiplicity**: 5
**Lowest unoccupied orbital energy (alpha / beta)**: -11.08 / -10.12 eV
**Molar mass**: 212.12 u
**Charge**: +2
**Energy above the lowest of the compared OMol25 structures with the same formula, charge and spin**: 33.3 kJ/mol

Element x y z (Å)
Cr1 -0.022 3.116 -1.438
O1 -1.327 1.931 -0.817
O2 -1.354 1.031 1.234
C1 -1.800 -0.197 1.819
C2 -2.504 -0.899 0.656
O3 -2.100 -0.147 -0.494
C3 -1.324 0.887 -0.113
H1 -0.931 -0.758 2.185
H2 -2.466 0.045 2.653
H3 -3.596 -0.855 0.733
H4 -2.167 -1.933 0.521
O4 1.282 0.957 -0.859
C4 2.591 0.380 -1.167
C5 2.461 -1.016 -0.568
O5 1.062 -1.054 -0.137
C6 0.497 0.080 -0.302
H5 2.705 0.404 -2.254
H6 3.319 1.034 -0.680
H7 3.080 -1.184 0.318
H8 2.594 -1.823 -1.292


ORCA calculation (wB97M-V/def2-TZVPD) on C6H8CsMgO6 as an isolated structure.

Values from the calculation:
**Spin multiplicity**: 2
**Lowest unoccupied orbital energy (alpha / beta)**: -0.77 / -2.13 eV
**Molar mass**: 333.33 u

Element x y z (Å)
O1 0.712 -0.336 1.758
C1 3.994 2.651 1.480
C2 1.908 0.174 2.126
O2 4.856 3.042 2.276
O3 3.885 1.361 1.355
C3 2.716 0.640 0.907
H1 2.531 -0.519 2.733
H2 2.331 3.106 0.061
H3 2.049 1.292 0.335
H4 3.093 -0.209 0.322
Cs1 -2.520 -0.057 1.780
Mg1 6.242 4.442 2.380
O4 1.248 3.797 2.722
C4 0.156 3.116 2.274
C5 2.062 4.508 1.806
O5 -0.467 2.500 3.166
O6 -0.033 2.973 1.046
C6 2.869 3.633 0.849
H5 2.734 5.112 2.428
H6 1.433 5.178 1.204
H7 3.431 4.345 0.226
H8 1.857 1.200 2.750


ORCA calculation (wB97M-V/def2-TZVPD) on C6H8F12K2O6P2 as an isolated structure.

Values from the calculation:
**Spin multiplicity**: 2
**Lowest unoccupied orbital energy (alpha / beta)**: 0.65 / 1.03 eV
**Molar mass**: 544.24 u
**Charge**: -1

Element x y z (Å)
K1 3.288 15.612 8.043
K2 -0.206 16.313 4.292
P1 0.032 14.419 7.204
F1 0.914 14.373 5.839
F2 -0.628 13.031 6.890
F3 1.105 13.528 8.068
F4 -0.783 14.482 8.667
F5 0.761 15.781 7.494
F6 -1.120 15.172 6.336
P2 -2.585 14.805 12.365
F7 -3.053 13.252 12.562
F8 -2.838 14.875 13.918
F9 -0.990 14.452 12.598
F10 -2.117 16.381 12.600
F11 -2.411 14.593 10.769
F12 -4.078 15.396 12.233
C1 -0.660 10.432 4.508
C2 -1.761 9.976 5.402
O1 -1.708 8.563 5.079
C3 -0.741 8.194 4.300
O2 -0.630 7.123 3.736
O3 0.001 9.272 4.088
H1 0.121 11.079 4.908
H2 -0.930 10.893 3.558
H3 -2.746 10.363 5.142
H4 -1.482 10.137 6.443
C4 2.265 10.772 7.474
C5 2.897 9.558 6.791
O4 4.244 9.987 6.472
C6 4.269 11.363 6.526
O5 5.231 11.978 6.268
O6 3.325 11.684 7.344
H5 1.833 10.406 8.405
H6 1.493 11.158 6.807
H7 2.345 9.485 5.854
H8 3.017 8.573 7.242


ORCA calculation (wB97M-V/def2-TZVPD) on C6H8F3NO2 in the gas phase.

Values from the calculation:
**Spin multiplicity**: 1
**Lowest unoccupied orbital energy**: 0.73 eV
**Molar mass**: 183.13 u
**Energy above the lowest of the compared OMol25 structures with the same formula, charge and spin**: 225.5 kJ/mol

Element x y z (Å)
C1 1.816 1.592 0.971
C2 1.558 0.863 -0.410
C3 2.005 -0.647 -0.502
O1 0.769 -1.320 -0.321
C4 -0.278 -0.478 -0.318
C5 -1.602 -0.839 -0.179
N1 -1.992 -2.158 -0.033
C6 -2.612 0.234 -0.173
F1 -3.779 -0.108 0.304
F2 -2.233 1.269 0.626
F3 -2.810 0.778 -1.398
O2 0.153 0.744 -0.666
H1 1.649 0.940 1.898
H2 1.311 2.529 1.027
H3 2.884 1.948 0.819
H4 2.076 1.463 -1.146
H5 2.667 -1.148 0.217
H6 2.496 -0.795 -1.512
H7 -1.267 -2.688 0.335
H8 -2.812 -2.181 0.461


ORCA calculation (wB97M-V/def2-TZVPD) on C6H8F4 in the gas phase.

Values from the calculation:
**Spin multiplicity**: 1
**Lowest unoccupied orbital energy (alpha / beta)**: 0.84 / 0.90 eV
**Molar mass**: 156.12 u
**Energy above the lowest of the compared OMol25 structures with the same formula, charge and spin**: 34.5 kJ/mol

Element x y z (Å)
C1 1.035 -0.638 0.804
C2 0.910 -1.265 -0.601
C3 0.132 0.635 0.511
C4 -0.915 0.170 -0.522
C5 1.049 1.729 -0.006
C6 -2.024 -0.718 -0.215
F1 0.455 -1.503 1.692
F2 1.803 -0.834 -1.496
F3 -0.588 1.172 1.572
F4 -1.066 0.940 -1.543
H1 2.020 -0.532 1.336
H2 0.355 -2.225 -0.852
H3 0.942 1.908 -1.064
H4 2.064 1.425 0.202
H5 0.873 2.642 0.561
H6 -2.787 -0.165 0.305
H7 -1.874 -1.626 0.521
H8 -2.385 -1.116 -1.207


ORCA calculation (wB97M-V/def2-TZVPD) on C6H8FN in the gas phase.

Values from the calculation:
**Spin multiplicity**: 1
**Lowest unoccupied orbital energy**: 0.84 eV
**Molar mass**: 113.13 u
**Energy above the lowest of the compared OMol25 structures with the same formula, charge and spin**: 123.0 kJ/mol

Element x y z (Å)
H1 2.966 -0.741 0.092
N1 2.219 -1.424 0.127
C1 1.141 -0.829 -0.037
C2 -0.121 -1.591 0.017
C3 -1.281 -0.942 -0.067
C4 -1.564 0.514 0.016
C5 -0.262 1.304 0.355
C6 0.933 0.656 -0.374
F1 2.119 1.285 0.025
H2 -0.167 -2.621 0.207
H3 -2.243 -1.617 -0.034
H4 -1.863 0.801 -1.065
H5 -2.453 0.688 0.723
H6 -0.287 2.517 0.104
H7 -0.021 1.387 1.449
H8 0.884 0.613 -1.537


ORCA calculation (wB97M-V/def2-TZVPD) on a 2-piece molecular cluster, C6H8FN3O2 overall.

Values from the calculation:
**Spin multiplicity**: 1
**Lowest unoccupied orbital energy**: 0.01 eV
**Molar mass**: 173.15 u
**Energy above the lowest of the compared OMol25 structures with the same formula, charge and spin**: 87.4 kJ/mol

Element x y z (Å)
H1 0.708 -0.555 3.217
N1 0.292 0.186 2.702
C1 -0.608 -0.327 2.004
F1 -0.808 -1.680 1.830
C2 -1.644 0.526 1.189
O1 -1.564 1.710 1.206
O2 -2.572 -0.232 0.626
H2 -2.553 -1.186 0.966
C3 -0.928 0.468 -1.902
C4 0.270 0.235 -1.315
C5 1.150 -0.998 -1.503
N2 2.310 -0.647 -0.614
C6 2.083 0.533 -0.136
N3 0.989 1.101 -0.536
H3 -1.446 1.391 -1.920
H4 -1.554 -0.394 -2.268
H5 1.604 -1.147 -2.530
H6 0.752 -2.031 -1.244
H7 2.808 1.055 0.420
H8 0.710 1.990 -0.193


ORCA calculation (wB97M-V/def2-TZVPD) on C6H8FNO in the gas phase.

Values from the calculation:
**Spin multiplicity**: 1
**Lowest unoccupied orbital energy (alpha / beta)**: -0.04 / -0.04 eV
**Molar mass**: 129.13 u
**Energy above the lowest of the compared OMol25 structures with the same formula, charge and spin**: 307.2 kJ/mol

Element x y z (Å)
C1 -1.918 1.418 -0.021
C2 -1.654 -1.054 0.025
C3 -0.501 1.761 -0.338
C4 0.404 0.744 0.415
C5 0.547 -0.558 -0.337
C6 1.700 -1.439 0.178
N1 -0.524 -1.475 -0.287
O1 -2.875 2.019 0.314
F1 -2.852 -1.709 0.109
H1 -0.213 1.410 -1.306
H2 -0.212 2.767 -0.232
H3 1.435 1.097 0.618
H4 -0.235 0.486 1.310
H5 0.827 -0.382 -1.411
H6 2.838 -1.002 0.037
H7 1.754 -2.475 -0.244
H8 1.481 -1.610 1.170


ORCA calculation (wB97M-V/def2-TZVPD) on C6H8GdLiO6 as an isolated structure.

Values from the calculation:
**Spin multiplicity**: 8
**Lowest unoccupied orbital energy (alpha / beta)**: -6.59 / -9.76 eV
**Molar mass**: 340.32 u
**Charge**: +2
**Energy above the lowest of the compared OMol25 structures with the same formula, charge and spin**: 190.5 kJ/mol

Element x y z (Å)
O1 1.845 1.281 -0.162
C1 -1.269 0.645 0.916
C2 1.150 2.434 -0.554
O2 -0.376 0.485 1.777
O3 -1.128 1.770 0.133
C3 -0.067 2.716 0.312
H1 0.816 2.369 -1.605
H2 1.811 3.318 -0.488
H3 -0.482 3.693 0.030
H4 0.214 2.770 1.376
Li1 1.450 0.730 1.592
O4 -0.038 -2.735 0.858
C4 0.699 -1.830 0.324
C5 -1.340 -2.763 0.209
O5 1.834 -1.495 0.650
O6 0.138 -1.329 -0.815
C6 -1.144 -1.941 -1.075
H5 -2.048 -2.289 0.894
H6 -1.573 -3.812 0.010
H7 -1.857 -1.119 -1.180
H8 -1.093 -2.532 -1.992
Gd1 2.458 -0.366 -1.210